(1)
DFT (wB97M-V/def2-TZVPD) results for C8H12LiO5 as an isolated structure.

```
26
Properties=species:S:1:pos:R:3:forces:R:3:mulliken_charge:R:1
O 0.29719 0.07887 2.42532 0.0 0.8 -0.3 -0.292
Li -4.07840 -0.47259 -1.86520 -3.2 -1.9 -2.6 0.856
H 0.95187 -0.41891 -1.48144 -0.3 0.1 -0.1 0.425
H 1.02669 -3.12036 1.30781 -0.2 -0.1 0.2 0.245
O -2.37854 0.06192 -1.06514 0.9 0.9 1.5 -0.357
C 2.26979 1.58964 -0.12240 0.7 0.2 -0.2 -0.636
C 0.28480 1.61979 -1.74973 -0.4 -0.5 -0.2 -0.027
H -0.67224 -3.87549 1.38720 0.0 0.6 -0.4 0.270
H 0.62892 2.97588 -0.14572 0.1 -0.1 -0.2 0.343
C 0.24434 0.29983 -1.89264 0.6 0.7 0.9 -0.423
H 2.91229 0.99286 -0.77455 -0.1 0.2 0.2 0.326
C -0.32033 -2.24282 2.68881 0.1 -1.4 0.2 -0.295
C 0.00707 -3.07761 1.69627 0.1 -0.1 0.7 -0.580
H 1.77229 3.11395 -1.46354 -0.1 -0.1 0.2 0.442
C 1.23032 0.71393 1.88375 0.5 0.9 0.1 0.313
C 1.21876 2.37909 -0.85788 0.1 0.2 -0.1 -0.540
C -1.96316 -0.53475 -2.19914 0.1 0.3 -2.7 0.976
H 0.46493 -1.73790 3.25668 -0.4 -0.6 -0.3 0.193
H -3.33960 0.15225 -0.96394 2.6 1.3 2.1 0.168
H -0.43877 2.22492 -2.30182 0.1 -0.1 0.2 0.357
O -2.78954 -1.10081 -2.88716 0.3 -0.4 0.1 -0.668
H -1.32967 -2.20533 3.10460 0.3 -0.1 0.0 0.287
O -0.74333 -0.32029 -2.65875 -1.2 -0.5 0.8 -0.232
O 1.62315 0.53394 0.72959 -0.7 -0.4 -0.1 -0.106
H 2.86527 2.21138 0.55142 -0.1 -0.1 -0.2 0.443
H 0.25591 0.15861 3.39761 -0.1 0.2 0.1 0.511
```
Positions in Å, forces in eV/Å.

Computed properties:
gap between HOMO and LUMO (alpha / beta) = 0.3042 / 0.2295 hartree
E_HOMO (alpha / beta) = -0.583 / -0.582 Eh
net charge = +2
2S+1 = 2

(2)
DFT (wB97M-V/def2-TZVPD) results for a 2-piece molecular cluster, C5H8O2 overall.

```
15
Properties=species:S:1:pos:R:3:forces:R:3:mulliken_charge:R:1
H -1.03288 -0.59750 1.73304 0.0 0.2 0.0 0.296
H 1.63952 -0.05888 -1.02999 0.0 0.0 -0.1 0.338
C -0.24371 -0.18313 1.10585 0.2 0.0 0.2 -0.361
C 0.68473 0.61321 1.62318 -0.1 -0.1 0.0 -0.803
H 0.67854 0.86388 2.67854 -0.1 0.1 -0.1 0.258
H 0.84360 -1.27690 -2.03017 0.1 0.2 0.1 0.440
C -0.18203 -0.90762 -0.20667 0.5 -0.1 0.2 0.687
H 0.33230 -1.79059 0.20857 -0.1 -0.5 -0.6 0.196
O -1.49477 -1.23828 -0.62618 0.0 -0.1 -0.1 -0.548
O -1.25828 3.07263 0.51023 0.4 -0.9 -0.7 -0.209
H -1.41302 -1.71503 -1.46336 -0.1 0.1 0.2 0.318
C 0.66544 -0.41363 -1.37451 0.1 0.0 0.0 -1.344
H 0.19532 0.37153 -1.97563 0.0 -0.1 0.4 0.315
H 1.49232 1.02521 1.02094 -0.1 -0.1 0.1 0.235
C -0.90709 2.23510 -0.17384 -0.6 1.3 0.4 0.181
```
Positions in Å, forces in eV/Å.

Computed properties:
gap between HOMO and LUMO = 0.3789 hartree
E_HOMO = -0.346 Eh
2S+1 = 1

(3)
DFT (wB97M-V/def2-TZVPD) results for the molecule C2H2Br2S2.

```
8
Properties=species:S:1:pos:R:3:forces:R:3:mulliken_charge:R:1
Br 3.67310 -0.81376 0.15900 0.0 -0.1 0.1 -0.052
H -1.91758 0.95713 0.89794 -0.2 -0.2 0.3 0.357
S 2.52920 0.78604 -0.82402 -0.8 -0.1 0.0 -0.053
Br -3.04677 -1.03339 -0.22251 0.3 0.0 0.4 -0.121
S 0.87140 1.11930 0.29686 0.1 0.0 0.1 -0.019
C -1.61908 0.03836 0.41164 0.9 0.8 -1.5 -0.412
H -0.09969 -0.99061 -0.59166 0.2 0.1 -0.6 0.337
C -0.39059 -0.06308 -0.12725 -0.5 -0.5 1.1 -0.038
```
Positions in Å, forces in eV/Å.

Computed properties:
gap between HOMO and LUMO = 0.3083 hartree
E_HOMO = -0.332 Eh
SMILES string = Br/C=C/SSBr
2S+1 = 1

| no. | strongest force on any atom (hartree/bohr) |
| --- | --- |
| 1 | 0.0874 |
| 2 | 0.0299 |
| 3 | 0.0380 |